{"formula": "C34H50As2BrIrN4O12S", "method": "ωB97M-V with the def2-TZVPD basis set", "charge": 2, "gap_ev": 8.078, "e_homo_ev": -13.2, "symbols": ["Ir", "C", "C", "S", "O", "C", "C", "H", "H", "H", "H", "H", "H", "H", "H", "H", "H", "C", "O", "C", "O", "C", "C", "As", "C", "C", "C", "As", "C", "C", "O", "O", "C", "C", "O", "O", "C", "C", "O", "O", "C", "H", "H", "H", "H", "H", "H", "H", "H", "H", "H", "H", "H", "H", "H", "H", "H", "H", "H", "C", "C", "N", "C", "N", "C", "C", "C", "N", "C", "H", "H", "H", "H", "H", "H", "H", "H", "H", "H", "H", "H", "H", "Br", "C", "C", "C", "C", "C", "C", "C", "O", "O", "H", "H", "H", "H", "C", "C", "N", "O", "H", "H", "H", "H", "H"], "positions_angstrom": [[0.405, 0.216, 0.987], [1.704, 2.643, 4.197], [3.051, 2.256, 3.608], [2.962, 2.100, 1.823], [2.360, 0.696, 1.573], [4.697, 1.827, 1.450], [5.482, 3.132, 1.454], [1.773, 2.659, 5.284], [0.937, 1.925, 3.908], [1.402, 3.636, 3.864], [3.412, 1.292, 3.974], [3.813, 3.013, 3.801], [4.682, 1.364, 0.463], [5.074, 1.095, 2.166], [5.044, 3.863, 0.774], [6.499, 2.934, 1.120], [5.544, 3.573, 2.447], [2.600, -3.294, -3.871], [1.612, -2.239, -3.838], [1.840, -1.272, -2.971], [2.702, -1.278, -2.121], [0.842, -0.164, -3.017], [0.191, 0.276, -4.087], [-1.350, 1.486, -4.147], [-0.595, 2.808, -5.388], [-1.107, 2.545, -2.504], [-0.407, 2.177, -1.429], [0.876, 0.740, -1.325], [2.483, 1.804, -1.561], [-0.508, 2.818, -0.101], [-0.097, 2.262, 0.944], [-1.046, 3.995, -0.049], [-1.231, 4.628, 1.241], [-1.932, 3.802, -2.571], [-1.459, 4.855, -2.895], [-3.222, 3.549, -2.374], [-4.108, 4.677, -2.561], [0.535, -0.244, -5.458], [1.638, -0.208, -5.923], [-0.565, -0.653, -6.093], [-0.361, -1.101, -7.452], [2.271, -3.973, -4.649], [2.638, -3.794, -2.906], [3.574, -2.875, -4.109], [-0.547, 2.349, -6.375], [0.394, 3.144, -5.086], [-1.268, 3.661, -5.439], [2.444, 2.252, -2.553], [3.356, 1.161, -1.484], [2.510, 2.601, -0.818], [-1.948, 5.421, 1.067], [-0.279, 5.042, 1.566], [-1.603, 3.907, 1.964], [-5.111, 4.264, -2.547], [-3.898, 5.165, -3.509], [-3.974, 5.387, -1.748], [-1.353, -1.282, -7.851], [0.228, -2.015, -7.452], [0.158, -0.335, -8.024], [1.243, -2.929, 5.380], [2.239, -2.226, 4.482], [1.550, -1.235, 3.663], [0.309, -0.754, 3.872], [-0.226, 0.053, 2.960], [-1.504, 0.693, 3.276], [-2.406, -0.259, 4.035], [-1.698, -0.684, 5.301], [-0.329, -1.103, 5.007], [0.366, -1.880, 6.034], [1.767, -3.514, 6.134], [0.618, -3.608, 4.796], [2.740, -2.932, 3.821], [3.005, -1.736, 5.091], [2.026, -0.876, 2.851], [-1.973, 0.989, 2.340], [-1.337, 1.604, 3.864], [-2.616, -1.129, 3.408], [-3.355, 0.214, 4.285], [-2.209, -1.525, 5.770], [-1.681, 0.136, 6.026], [-0.395, -2.343, 6.658], [0.960, -1.220, 6.675], [-3.925, -7.044, -0.093], [-2.968, -5.450, 0.174], [-3.647, -4.237, 0.152], [-2.940, -3.064, 0.341], [-1.564, -3.111, 0.555], [-0.893, -4.331, 0.580], [-1.596, -5.507, 0.387], [-0.821, -1.865, 0.714], [-1.376, -0.721, 0.619], [0.439, -1.828, 0.939], [-4.716, -4.219, -0.012], [-3.445, -2.107, 0.311], [0.177, -4.351, 0.741], [-1.090, -6.462, 0.399], [-1.666, -2.909, -2.894], [-2.401, -1.646, -2.523], [-3.728, -1.629, -2.773], [-1.837, -0.696, -1.992], [-2.113, -3.412, -3.750], [-1.686, -3.596, -2.044], [-0.629, -2.662, -3.113], [-4.183, -2.375, -3.268], [-4.247, -0.792, -2.569]]}


{"formula": "C2H3N4", "method": "ωB97M-V with the def2-TZVPD basis set", "charge": 1, "gap_ev": [7.220, 7.216], "e_homo_ev": [-16.5, -16.5], "symbols": ["C", "C", "N", "N", "N", "N", "H", "H", "H"], "positions_angstrom": [[-1.257, 1.089, -1.049], [-1.039, -0.291, 0.431], [-1.945, 0.394, -0.257], [0.088, 0.930, -1.103], [0.187, 0.014, -0.082], [1.373, -0.439, 0.288], [-1.253, -0.977, 1.234], [1.960, -0.807, -0.459], [1.887, 0.086, 0.996]]}


{"formula": "C5H8O2", "method": "ωB97M-V with the def2-TZVPD basis set", "gap_ev": [6.824, 7.051], "e_homo_ev": [-9.1, -9.0], "symbols": ["C", "C", "C", "C", "C", "O", "O", "H", "H", "H", "H", "H", "H", "H", "H"], "positions_angstrom": [[0.472, 1.039, 0.206], [1.742, 1.204, -0.062], [0.038, -0.392, -0.009], [-0.854, -0.550, -1.203], [-0.917, -0.649, 1.284], [2.614, 0.310, -0.270], [1.147, -1.169, -0.039], [-0.206, 1.924, 0.459], [2.100, 2.138, -0.362], [-1.538, 0.268, -1.404], [-1.329, -1.610, -1.277], [-0.162, -0.433, -2.049], [-0.793, 0.145, 2.035], [-0.442, -1.525, 1.735], [-1.873, -0.701, 0.956]]}


{"formula": "C5H7ClFN", "method": "ωB97M-V with the def2-TZVPD basis set", "smiles": "N[C@@H]1C[C@@H](Cl)C=C1F", "gap_ev": 9.472, "e_homo_ev": -8.9, "symbols": ["N", "C", "C", "C", "Cl", "C", "C", "F", "H", "H", "H", "H", "H", "H", "H"], "positions_angstrom": [[1.614, 0.329, 1.381], [0.698, 0.371, 0.283], [-0.730, 0.279, 0.762], [-1.320, -0.164, -0.494], [-2.048, 1.143, -1.731], [-0.344, -1.001, -1.332], [0.897, -0.659, -0.875], [2.131, -0.762, -1.461], [1.836, -0.717, 1.585], [1.582, 0.986, 2.208], [0.598, 1.443, -0.465], [-1.212, 1.340, 0.959], [-0.687, -0.327, 1.675], [-2.325, -0.640, -0.226], [-0.690, -1.623, -2.269]]}


{"formula": "H2NO2S", "method": "ωB97M-V with the def2-TZVPD basis set", "charge": -1, "smiles": "N=[S@H](=O)[O-]", "gap_ev": 8.677, "e_homo_ev": -4.3, "symbols": ["N", "S", "O", "O", "H", "H"], "positions_angstrom": [[-0.696, -0.721, 0.806], [0.355, 0.046, -0.018], [1.537, -0.733, -0.343], [0.524, 1.491, 0.175], [-1.480, -0.107, 0.892], [-0.239, 0.025, -1.512]]}


{"formula": "C2H6N2O", "method": "ωB97M-V with the def2-TZVPD basis set", "smiles": "NCC(N)=O", "gap_ev": 9.898, "e_homo_ev": -9.0, "symbols": ["N", "C", "C", "N", "O", "H", "H", "H", "H", "H", "H"], "positions_angstrom": [[0.901, -0.527, 1.105], [-0.089, -0.857, 0.074], [-0.830, 0.416, -0.227], [-0.125, 1.313, -0.992], [-1.967, 0.619, 0.129], [1.848, -0.463, 0.782], [0.694, -0.886, 2.007], [0.321, -1.435, -0.756], [-0.853, -1.501, 0.510], [0.502, 1.046, -1.713], [-0.402, 2.276, -0.918]]}


{"formula": "C17H23F5N3O6", "method": "ωB97M-V with the def2-TZVPD basis set", "charge": 1, "gap_ev": 4.300, "e_homo_ev": -10.4, "symbols": ["C", "C", "O", "O", "C", "C", "C", "C", "C", "O", "O", "C", "F", "F", "C", "F", "F", "F", "C", "C", "N", "H", "H", "H", "H", "H", "H", "H", "H", "H", "C", "C", "O", "N", "C", "H", "H", "H", "H", "H", "H", "H", "C", "C", "O", "N", "C", "H", "H", "H", "H", "H", "H", "H"], "positions_angstrom": [[-5.467, 7.420, 0.199], [-5.125, 6.099, -0.756], [-5.960, 5.061, -0.656], [-3.911, 6.176, -1.583], [-4.107, 5.598, -2.923], [-3.797, 3.962, -2.775], [-2.336, 3.383, -2.239], [-2.169, 1.759, -2.091], [-0.768, 0.991, -1.595], [-0.960, -0.292, -1.180], [0.540, 1.660, -1.668], [1.050, 2.047, -0.344], [0.982, 0.992, 0.693], [2.521, 2.334, -0.541], [0.407, 3.426, 0.273], [0.682, 4.623, -0.595], [1.159, 3.690, 1.556], [-1.019, 3.298, 0.665], [-3.504, 0.830, -2.480], [-4.909, 1.549, -3.028], [-4.988, 3.056, -3.137], [-4.903, 7.223, 1.232], [-6.620, 7.455, 0.488], [-5.091, 8.432, -0.288], [-5.147, 5.824, -3.411], [-3.277, 5.987, -3.686], [-1.433, 4.096, -1.958], [-3.525, -0.345, -2.392], [-5.877, 0.933, -3.322], [-5.898, 3.502, -3.461], [1.034, -4.765, 2.034], [0.375, -5.064, 0.717], [-0.172, -6.142, 0.491], [0.395, -4.100, -0.247], [0.980, -2.782, -0.182], [0.934, -5.630, 2.697], [2.098, -4.565, 1.885], [0.548, -3.908, 2.510], [-0.069, -4.378, -1.104], [0.187, -2.051, -0.358], [1.724, -2.702, -0.978], [1.452, -2.583, 0.781], [5.584, -5.159, 1.301], [5.168, -4.732, 2.681], [4.080, -4.203, 2.900], [6.035, -4.947, 3.711], [7.346, -5.549, 3.665], [4.788, -4.921, 0.590], [6.487, -4.622, 1.000], [5.756, -6.238, 1.279], [5.682, -4.633, 4.607], [7.341, -6.423, 4.321], [8.067, -4.820, 4.045], [7.631, -5.851, 2.657]]}


{"formula": "C5H10O2", "method": "ωB97M-V with the def2-TZVPD basis set", "gap_ev": [7.426, 8.348], "e_homo_ev": [-8.0, -8.4], "symbols": ["C", "O", "C", "C", "C", "C", "O", "H", "H", "H", "H", "H", "H", "H", "H", "H", "H"], "positions_angstrom": [[2.440, 0.430, -0.045], [1.133, 0.410, -0.538], [0.399, -0.525, 0.156], [-0.207, -0.192, 1.501], [-0.994, -0.254, 0.285], [-1.844, 0.640, -0.383], [-1.901, 0.741, -1.775], [2.932, -0.547, -0.182], [2.484, 0.686, 1.022], [2.952, 1.173, -0.655], [0.708, -1.560, 0.010], [-0.302, -0.969, 2.249], [0.009, 0.799, 1.891], [-1.839, -2.077, -0.792], [-2.907, -0.788, -0.933], [-2.066, 1.508, 0.220], [-0.997, 0.526, -2.031]]}